[1]
{"formula": "C34H30NO2P2S2TeTi", "method": "ωB97M-V/def2-TZVPD", "multiplicity": 3, "homo_energy_ev": [-3.37, -4.43], "total_charge": -1, "lumo_ev": [2.47, 1.39], "elements": ["Ti", "C", "C", "S", "C", "C", "S", "H", "H", "H", "H", "H", "H", "Te", "C", "C", "C", "N", "C", "C", "C", "P", "C", "C", "C", "C", "C", "C", "C", "C", "C", "C", "C", "C", "P", "C", "C", "C", "C", "C", "C", "C", "C", "C", "C", "C", "C", "H", "H", "H", "H", "H", "H", "H", "H", "H", "H", "H", "H", "H", "H", "H", "H", "H", "H", "H", "H", "H", "H", "H", "H", "O", "O"], "coordinates": [[-1.05551, -0.33353, -2.21515], [-5.64382, -1.21276, -3.06891], [-4.28015, -0.63609, -2.74275], [-3.02938, -1.72627, -2.43380], [-4.11557, 0.76867, -2.70196], [-5.29972, 1.67880, -2.95239], [-2.65498, 1.53833, -2.37145], [-5.59765, -2.29762, -3.07305], [-5.99192, -0.87850, -4.05132], [-6.39271, -0.90294, -2.33120], [-6.23189, 1.13785, -3.12956], [-5.10205, 2.31844, -3.81638], [-5.44102, 2.33814, -2.09162], [0.55242, -2.52446, -1.02522], [1.32230, -2.99094, 0.90607], [0.52362, -3.34627, 1.98034], [1.11905, -3.61933, 3.20880], [2.43413, -3.56639, 3.42607], [3.19535, -3.23285, 2.37839], [2.69257, -2.94540, 1.11507], [0.52684, -0.34019, -0.69887], [-0.45794, 0.71965, 0.38538], [-2.16836, 0.01724, 0.63273], [-2.51087, -1.32242, 0.79907], [-3.80367, -1.70358, 1.14820], [-4.78015, -0.74401, 1.34236], [-4.45765, 0.60535, 1.20295], [-3.16709, 0.97477, 0.85612], [0.14301, 0.43344, 2.14303], [1.42270, 0.91715, 2.43180], [1.99371, 0.76255, 3.68841], [1.27467, 0.14618, 4.70942], [-0.01652, -0.28992, 4.45852], [-0.57752, -0.14420, 3.18820], [1.70071, 0.36929, -1.94896], [1.71276, 2.18458, -1.55640], [2.55153, 2.82398, -0.64735], [2.47065, 4.19735, -0.43173], [1.54561, 4.95864, -1.13173], [0.72309, 4.34195, -2.06631], [0.82093, 2.97191, -2.28672], [3.40687, -0.11442, -1.38253], [3.83419, -0.24484, -0.06179], [5.14429, -0.59734, 0.24535], [6.05636, -0.84285, -0.77480], [5.64302, -0.74886, -2.09828], [4.32655, -0.39284, -2.39500], [-0.55557, -3.40643, 1.88457], [0.50211, -3.88950, 4.06175], [4.26554, -3.18604, 2.55855], [3.36655, -2.68557, 0.30592], [-1.76571, -2.08140, 0.65348], [-4.04137, -2.75679, 1.25524], [-5.78980, -1.03970, 1.60641], [-5.21478, 1.36658, 1.35946], [-2.91495, 2.02280, 0.74867], [1.96898, 1.43790, 1.65189], [3.00144, 1.12350, 3.87215], [1.71680, 0.01404, 5.69000], [-0.59498, -0.75921, 5.25113], [-1.58461, -0.50691, 3.01735], [3.29044, 2.24830, -0.10471], [3.12828, 4.67012, 0.28947], [1.47709, 6.02834, -0.96169], [0.00532, 4.92760, -2.63130], [0.19775, 2.49759, -3.03139], [3.11557, -0.11479, 0.73869], [5.44965, -0.69446, 1.28313], [7.07853, -1.12092, -0.53846], [6.34132, -0.96387, -2.90021], [3.99240, -0.33462, -3.42565], [-0.23053, -1.33636, -3.48660], [-0.56631, 0.03439, -3.90893]], "atomic_forces_ev_per_a": [[-1.35, 0.32, 0.98], [0.07, 0.05, 0.04], [-0.19, 0.42, 0.09], [-0.70, -0.20, -0.08], [-0.38, -0.37, -0.04], [-0.02, -0.07, 0.00], [-0.22, 0.48, -0.02], [0.02, -0.05, 0.00], [0.03, -0.03, 0.06], [0.08, -0.04, -0.05], [0.15, 0.11, 0.03], [0.00, -0.02, 0.04], [0.01, -0.03, -0.04], [0.44, 0.38, 0.40], [-0.14, 0.05, -0.06], [-0.09, -0.06, 0.27], [0.09, 0.03, -0.08], [-0.07, 0.05, -0.23], [-0.17, 0.01, 0.03], [0.25, -0.13, 0.09], [-0.32, 0.29, -0.34], [0.74, -0.39, 0.91], [0.05, 0.11, 0.07], [-0.15, 0.07, 0.05], [0.11, -0.03, -0.06], [-0.04, 0.17, 0.02], [0.05, -0.09, 0.00], [0.02, -0.06, -0.04], [-0.06, 0.01, 0.03], [0.00, 0.00, 0.05], [-0.06, -0.03, -0.06], [0.04, 0.04, -0.10], [-0.10, 0.02, -0.13], [0.06, -0.09, 0.08], [0.74, 0.16, 0.49], [0.04, -0.05, -0.06], [0.05, 0.09, 0.09], [-0.01, -0.14, -0.02], [-0.01, -0.01, -0.03], [0.00, -0.12, -0.03], [-0.02, 0.16, 0.13], [0.01, 0.05, 0.13], [0.00, -0.02, 0.06], [-0.05, 0.05, -0.05], [-0.05, 0.01, -0.03], [-0.20, 0.06, -0.01], [0.17, 0.03, 0.07], [0.10, 0.00, 0.04], [0.03, 0.02, -0.03], [-0.02, -0.03, 0.00], [-0.08, -0.09, 0.13], [0.17, -0.17, -0.06], [0.02, 0.07, -0.02], [0.04, 0.03, -0.01], [0.05, -0.04, 0.00], [-0.02, 0.02, -0.05], [0.01, -0.04, 0.04], [-0.09, 0.00, -0.01], [0.00, 0.01, -0.03], [0.06, 0.05, -0.11], [0.05, 0.03, 0.02], [0.01, 0.00, 0.03], [0.00, -0.03, -0.03], [-0.01, -0.07, -0.01], [0.04, -0.05, 0.03], [-0.12, -0.06, -0.10], [0.01, 0.04, -0.01], [-0.04, 0.01, -0.06], [-0.07, 0.01, -0.02], [-0.05, 0.02, 0.03], [0.05, -0.01, 0.01], [0.63, -0.47, -1.50], [0.42, -0.41, -0.86]]}

---

[2]
{"formula": "C34H31BiN10O9", "method": "ωB97M-V/def2-TZVPD", "multiplicity": 1, "homo_energy_ev": -8.91, "total_charge": 0, "lumo_ev": -1.27, "elements": ["Bi", "N", "C", "C", "O", "N", "C", "C", "O", "O", "H", "H", "H", "H", "H", "H", "C", "C", "N", "C", "C", "N", "C", "C", "C", "C", "C", "N", "C", "C", "N", "C", "C", "N", "C", "C", "C", "N", "C", "C", "H", "H", "H", "H", "H", "H", "H", "H", "H", "H", "H", "H", "O", "C", "O", "C", "C", "C", "C", "C", "C", "N", "O", "O", "H", "H", "H", "H", "O", "C", "O", "C", "N", "C", "C", "C", "H", "H", "H", "H", "H", "H", "H", "H", "H"], "coordinates": [[-0.72815, -0.60624, -0.50848], [0.69189, -2.82031, -0.42832], [0.66815, -3.35073, -1.79286], [-0.70983, -3.15840, -2.42383], [-1.10163, -3.94365, -3.27566], [-1.39366, -2.10427, -1.94445], [-2.79041, -1.93897, -2.29721], [-3.57396, -1.29885, -1.14747], [-4.77841, -1.21764, -1.18772], [-2.84127, -0.85831, -0.13258], [1.63259, -2.68920, -0.08154], [0.20841, -3.44313, 0.21055], [0.90540, -4.41240, -1.85869], [1.40448, -2.80690, -2.38708], [-3.23838, -2.90588, -2.52323], [-2.91927, -1.30647, -3.17883], [-2.15318, -1.98416, 3.97877], [-1.91299, -1.88667, 2.61499], [-0.71626, -1.54584, 2.14546], [0.24455, -1.27238, 3.03453], [-0.02718, -1.35482, 4.39781], [-1.20984, -1.72075, 4.87257], [1.57884, -0.83008, 2.53200], [2.68207, -0.75649, 3.37823], [3.89324, -0.29090, 2.88327], [3.95645, 0.07678, 1.54277], [2.81602, -0.04171, 0.75784], [1.66046, -0.48785, 1.24757], [2.84098, 0.32817, -0.68917], [3.77264, 1.23218, -1.19486], [3.82507, 1.56274, -2.47862], [2.92594, 0.99901, -3.27409], [1.96804, 0.12485, -2.78034], [1.92693, -0.21244, -1.49814], [5.08635, -0.19043, 3.75456], [5.37869, -1.16760, 4.69955], [6.50826, -1.01900, 5.49013], [7.33855, 0.01649, 5.40377], [7.05349, 0.94945, 4.50008], [5.95353, 0.89278, 3.65764], [-3.13041, -2.27356, 4.34490], [-2.69573, -2.05968, 1.88715], [0.71908, -1.09264, 5.13641], [2.60949, -1.04793, 4.41585], [4.89627, 0.39804, 1.11497], [4.48966, 1.71855, -0.54330], [2.95227, 1.25305, -4.32678], [1.20793, -0.29560, -3.43177], [4.75470, -2.04546, 4.80940], [6.75727, -1.77485, 6.22722], [7.73644, 1.79055, 4.44545], [5.76959, 1.69609, 2.95494], [0.14649, 2.21600, -1.46536], [-0.80337, 1.91800, -2.19324], [-1.35794, 0.75330, -2.21693], [-1.36680, 2.93028, -3.15644], [-2.51372, 2.65384, -3.89052], [-3.02075, 3.59772, -4.77001], [-2.35179, 4.80123, -4.89547], [-1.20947, 5.10497, -4.17529], [-0.72100, 4.15415, -3.29658], [-2.87862, 5.81114, -5.84067], [-2.28624, 6.86975, -5.92041], [-3.91722, 5.55742, -6.41660], [-3.00840, 1.70209, -3.76066], [-3.91252, 3.41400, -5.34909], [-0.72691, 6.06054, -4.31094], [0.16811, 4.34192, -2.70962], [-0.65223, 3.56557, 3.92485], [0.05298, 2.62040, 3.31847], [-0.36204, 1.50010, 3.15239], [1.44110, 3.06571, 2.84449], [1.70318, 4.45826, 3.24408], [2.17833, 5.21354, 2.07304], [1.44517, 4.53747, 0.92509], [1.52724, 3.05947, 1.30591], [2.15824, 2.35788, 3.27009], [2.32491, 4.52748, 4.03648], [-0.06602, 4.35538, 3.91360], [3.26285, 5.11384, 1.93879], [1.94433, 6.27229, 2.18056], [1.89071, 4.74106, -0.04663], [0.40523, 4.86982, 0.89501], [2.48382, 2.64298, 0.98576], [0.75309, 2.45426, 0.84520]], "atomic_forces_ev_per_a": [[0.07, -0.07, 0.11], [-0.08, -0.05, 0.03], [-0.01, 0.00, -0.03], [-0.01, -0.05, -0.04], [0.02, 0.07, 0.07], [0.02, 0.03, 0.00], [-0.01, 0.00, -0.01], [-0.07, 0.03, 0.02], [0.17, -0.02, 0.00], [-0.14, 0.00, -0.03], [0.02, 0.05, -0.01], [0.01, 0.00, -0.01], [0.00, -0.02, 0.00], [0.01, 0.00, 0.00], [0.00, -0.02, 0.00], [0.00, 0.00, 0.01], [0.01, -0.01, -0.03], [0.07, 0.02, 0.01], [0.04, 0.01, 0.10], [-0.11, -0.04, -0.01], [0.01, -0.01, -0.03], [-0.01, 0.01, 0.00], [-0.01, 0.03, 0.01], [0.04, 0.00, -0.01], [-0.07, 0.01, -0.07], [0.02, -0.04, 0.05], [0.02, -0.02, -0.02], [0.01, 0.01, -0.02], [-0.05, 0.02, -0.01], [-0.01, -0.02, 0.02], [-0.01, 0.00, -0.01], [-0.02, 0.01, 0.01], [-0.02, 0.00, 0.00], [0.05, -0.02, -0.03], [0.04, 0.01, 0.03], [-0.01, 0.01, 0.00], [0.00, -0.01, 0.00], [0.00, 0.00, 0.00], [0.00, 0.01, -0.01], [0.00, -0.01, 0.02], [0.02, 0.01, 0.03], [0.01, 0.01, -0.02], [-0.02, -0.01, 0.00], [0.00, 0.00, -0.02], [-0.02, -0.01, 0.00], [-0.01, -0.01, -0.02], [0.02, 0.02, 0.02], [0.02, -0.01, 0.04], [0.00, 0.01, -0.01], [0.00, 0.02, -0.01], [-0.01, -0.02, 0.01], [-0.01, -0.02, 0.00], [-0.06, 0.03, 0.07], [0.07, -0.16, -0.03], [-0.03, 0.21, -0.16], [0.02, 0.01, 0.05], [-0.04, 0.02, -0.01], [0.05, -0.02, 0.02], [0.07, -0.02, -0.17], [0.00, -0.06, -0.02], [0.02, 0.01, 0.00], [-0.39, 0.31, 0.47], [0.11, -0.16, -0.15], [0.19, -0.11, -0.13], [0.00, -0.02, 0.00], [-0.01, 0.01, -0.01], [0.00, 0.01, -0.01], [-0.02, 0.00, 0.00], [-0.04, -0.04, 0.02], [0.04, -0.09, 0.02], [0.07, 0.07, -0.04], [-0.03, 0.03, -0.07], [-0.01, -0.03, 0.06], [0.00, -0.01, 0.00], [-0.03, -0.01, -0.01], [0.00, 0.00, -0.07], [-0.03, -0.01, 0.05], [0.06, -0.01, 0.00], [0.02, 0.11, -0.05], [-0.01, 0.00, 0.01], [-0.02, -0.01, 0.00], [0.00, 0.00, 0.00], [0.01, -0.02, 0.01], [0.05, 0.09, 0.07], [-0.06, -0.03, -0.03]]}

---

[3]
{"formula": "C34H31BiN4O2S3Sb", "method": "ωB97M-V/def2-TZVPD", "relative_energy_kj_mol": 0.0, "multiplicity": 1, "homo_energy_ev": -10.80, "total_charge": 1, "lumo_ev": -3.45, "elements": ["Bi", "O", "C", "O", "C", "C", "C", "C", "C", "C", "S", "H", "H", "H", "H", "N", "C", "N", "C", "C", "S", "C", "C", "S", "C", "N", "N", "H", "H", "H", "H", "H", "H", "C", "C", "C", "C", "C", "C", "C", "Sb", "C", "C", "C", "C", "C", "C", "C", "C", "C", "C", "C", "C", "C", "C", "H", "H", "H", "H", "H", "H", "H", "H", "H", "H", "H", "H", "H", "H", "H", "H", "H", "H", "H", "H", "H"], "coordinates": [[-0.50746, -0.81890, -2.65713], [2.94376, 0.92922, -4.22596], [2.00116, 0.92630, -3.47924], [1.51910, -0.19545, -2.94887], [1.41223, 2.21334, -2.96477], [2.33048, 3.16827, -2.53544], [1.91348, 4.39102, -2.04008], [0.55928, 4.68909, -2.00143], [-0.36636, 3.75727, -2.43719], [0.04771, 2.51189, -2.90209], [-1.22905, 1.44118, -3.53174], [3.38465, 2.93676, -2.61783], [2.64263, 5.11711, -1.70660], [0.22129, 5.65075, -1.63829], [-1.42314, 3.99237, -2.42740], [-4.12994, 0.65153, -1.90030], [-4.06867, -0.67543, -1.69721], [-2.97927, -1.40121, -1.82989], [-3.23065, -2.73076, -1.49505], [-4.49902, -3.00118, -1.12666], [-5.45786, -1.56702, -1.17493], [-2.13703, -3.70662, -1.54844], [-2.27669, -5.01948, -1.83579], [-0.73944, -5.79810, -1.80382], [-0.00102, -4.28047, -1.41841], [-0.83956, -3.28248, -1.29986], [1.34455, -4.14507, -1.31711], [-3.33025, 1.13924, -2.28422], [-5.01200, 1.12958, -1.86700], [-4.91201, -3.93861, -0.79542], [-3.17137, -5.55849, -2.09694], [1.90904, -4.97555, -1.26344], [1.68832, -3.35743, -0.78518], [0.45899, 0.36864, 3.56713], [-0.82877, -0.26766, 3.11729], [-1.78078, -0.59770, 4.07957], [-2.99612, -1.17447, 3.74342], [-3.28914, -1.44314, 2.41709], [-2.35699, -1.12437, 1.44172], [-1.13803, -0.54358, 1.77629], [0.19303, -0.07558, 0.18998], [0.69259, 1.91268, 0.72196], [1.96562, 2.22542, 1.18677], [2.22423, 3.47411, 1.72900], [1.19916, 4.40358, 1.82269], [-0.06861, 4.08736, 1.36202], [-0.34671, 2.84357, 0.80058], [-1.74384, 2.52974, 0.33722], [1.83617, -1.33860, 0.67653], [1.51224, -2.40170, 1.52928], [2.46020, -3.34899, 1.87316], [3.74291, -3.24914, 1.34942], [4.06305, -2.20354, 0.50197], [3.12809, -1.22600, 0.14839], [3.58548, -0.11626, -0.75816], [0.62127, 0.17881, 4.62690], [0.43535, 1.45045, 3.42118], [1.32254, -0.01805, 3.02462], [-1.55611, -0.39712, 5.12018], [-3.70883, -1.41590, 4.52104], [-4.23072, -1.89777, 2.13781], [-2.58264, -1.33326, 0.40780], [2.75841, 1.49019, 1.16082], [3.21676, 3.71171, 2.08812], [1.38639, 5.37697, 2.25697], [-0.86481, 4.81892, 1.43520], [-2.30242, 3.44643, 0.15161], [-2.29056, 1.95098, 1.08605], [-1.74094, 1.95632, -0.59544], [0.51042, -2.49016, 1.93183], [2.19870, -4.15752, 2.54282], [4.49563, -3.98304, 1.60638], [5.06688, -2.12657, 0.10108], [3.86805, -0.50366, -1.73721], [4.45957, 0.37792, -0.32945], [2.81745, 0.63731, -0.91793]], "atomic_forces_ev_per_a": [[0.07, 0.03, 0.07], [0.02, 0.00, 0.00], [0.07, 0.01, 0.13], [-0.10, 0.00, -0.13], [-0.04, 0.00, -0.04], [0.02, 0.03, 0.02], [0.01, -0.01, 0.01], [-0.01, 0.00, 0.01], [0.01, 0.02, 0.01], [0.04, -0.04, -0.02], [-0.07, -0.04, 0.06], [0.00, 0.00, 0.00], [0.00, 0.00, 0.00], [0.00, 0.00, 0.00], [0.00, 0.00, 0.00], [0.03, 0.06, 0.03], [0.00, -0.07, 0.02], [-0.06, 0.11, -0.02], [0.01, -0.01, -0.07], [0.01, 0.01, 0.06], [-0.01, 0.01, -0.03], [-0.01, -0.05, 0.03], [0.01, 0.01, -0.03], [0.01, -0.02, 0.03], [0.01, 0.00, 0.00], [0.00, 0.02, 0.02], [0.01, -0.01, 0.00], [0.00, -0.04, -0.05], [0.00, 0.00, -0.02], [0.01, 0.00, 0.00], [0.00, 0.01, -0.01], [0.00, 0.00, -0.01], [-0.01, 0.00, -0.02], [-0.01, 0.00, 0.00], [0.01, 0.01, -0.01], [-0.01, 0.00, 0.00], [0.01, 0.00, 0.01], [0.00, 0.01, 0.00], [-0.01, -0.04, 0.01], [-0.02, 0.00, -0.02], [0.01, -0.02, -0.01], [0.00, 0.00, 0.02], [0.01, 0.01, -0.03], [0.01, -0.01, -0.01], [-0.01, 0.00, -0.01], [0.00, 0.01, -0.02], [-0.01, 0.01, -0.01], [0.00, -0.01, 0.01], [0.00, -0.02, -0.03], [0.01, 0.01, 0.02], [0.00, 0.00, 0.01], [0.00, 0.00, 0.00], [0.00, 0.00, 0.00], [0.00, 0.01, 0.00], [-0.01, 0.00, 0.01], [0.00, 0.00, 0.00], [-0.01, -0.01, 0.01], [0.00, 0.01, 0.00], [0.00, 0.00, 0.00], [0.00, 0.00, 0.00], [0.00, 0.00, 0.00], [0.02, 0.00, 0.02], [0.02, -0.03, -0.01], [0.00, 0.00, 0.00], [0.00, 0.00, 0.00], [0.00, 0.00, 0.00], [-0.01, 0.00, 0.00], [0.00, 0.00, 0.00], [0.01, 0.01, 0.02], [-0.01, 0.01, 0.00], [0.00, 0.00, 0.00], [0.00, 0.00, 0.00], [0.00, 0.00, 0.00], [-0.01, 0.00, -0.01], [0.00, 0.00, -0.01], [-0.01, 0.03, 0.00]]}